Entry 1:
DFT (ωB97M-V with the def2-TZVPD basis set) results for a cluster of 4 separate species, C10H16Cl4O4 in total.

- SMILES string: O=C1CCCO1.O=C1CCCO1.ClCCl.ClCCl
- Gap between HOMO and LUMO: 10.52 eV
- Total charge: 0
- HOMO level: -0.3665 hartree
- 2S+1: 1

```
34
Properties=species:S:1:pos:R:3:mulliken_charge:R:1
O 30.16 11.80 -24.57 -0.58
C 29.57 11.72 -23.54 0.51
C 29.89 10.80 -22.37 -0.09
C 29.09 11.40 -21.20 -0.50
C 28.07 12.33 -21.92 -0.38
O 28.49 12.48 -23.27 -0.37
H 29.57 9.78 -22.59 0.01
H 30.96 10.86 -22.19 0.30
H 28.55 10.65 -20.63 0.31
H 29.72 12.00 -20.55 0.25
H 27.06 11.92 -21.92 0.27
H 28.02 13.31 -21.45 0.27
O 30.24 5.87 -26.18 -0.57
C 29.51 5.05 -26.66 0.43
C 29.89 3.87 -27.56 -0.35
C 28.62 3.01 -27.53 -0.44
C 27.54 4.04 -27.22 -0.51
O 28.18 5.01 -26.38 -0.25
H 30.12 4.25 -28.55 0.29
H 30.71 3.37 -27.05 0.25
H 28.42 2.45 -28.44 0.34
H 28.71 2.30 -26.71 0.21
H 27.19 4.55 -28.12 0.27
H 26.64 3.67 -26.74 0.34
Cl 29.01 3.36 -23.34 -0.12
C 30.60 2.72 -22.91 -0.33
Cl 30.82 1.06 -23.47 -0.16
H 31.37 3.35 -23.34 0.26
H 30.68 2.71 -21.83 0.34
Cl 26.11 7.18 -22.65 -0.21
C 27.27 6.89 -23.99 0.11
Cl 28.15 8.34 -24.41 -0.12
H 27.93 6.10 -23.64 0.00
H 26.69 6.56 -24.84 0.22
```

=====

Entry 2:
DFT (ωB97M-V with the def2-TZVPD basis set) results for a cluster of 4 separate species, C10H16Cl4O6 in total.

- SMILES string: C[C@H]1COC(=O)O1.C[C@H]1COC(=O)O1.ClCCl.ClCCl
- Gap between HOMO and LUMO: 11.05 eV
- Total charge: 0
- HOMO level: -0.3867 hartree
- 2S+1: 1

```
36
Properties=species:S:1:pos:R:3:mulliken_charge:R:1
C 4.62 -0.44 2.99 -1.47
C 3.43 0.47 2.89 0.72
C 2.37 0.42 3.99 -0.18
O 2.18 1.78 4.39 -0.34
C 3.05 2.59 3.73 0.63
O 3.14 3.76 3.81 -0.50
O 3.79 1.83 2.88 -0.38
H 5.30 -0.69 2.18 0.35
H 4.19 -1.42 3.24 0.37
H 5.29 -0.21 3.83 0.33
H 2.96 0.19 1.94 0.06
H 2.71 -0.09 4.89 0.30
H 1.46 -0.01 3.57 0.12
C -4.13 -2.35 -5.40 -1.33
C -2.73 -1.67 -5.37 0.43
C -2.88 -0.13 -5.28 -0.45
O -1.94 0.20 -4.25 -0.33
C -1.44 -0.91 -3.70 0.65
O -0.55 -0.91 -2.88 -0.56
O -1.99 -2.00 -4.20 -0.33
H -3.90 -3.42 -5.44 0.34
H -4.54 -2.10 -6.38 0.38
H -4.81 -1.94 -4.66 0.36
H -2.13 -1.91 -6.24 0.29
H -3.86 0.30 -5.10 0.29
H -2.49 0.36 -6.17 0.26
Cl -2.98 2.92 3.89 -0.19
C -1.18 2.78 3.75 0.38
Cl -0.65 4.14 2.70 -0.14
H -0.88 2.84 4.79 0.27
H -1.04 1.84 3.24 -0.27
Cl -0.79 -2.68 0.01 -0.17
C 0.10 -1.16 0.41 -0.01
Cl -0.77 -0.30 1.67 -0.22
H 1.06 -1.46 0.81 0.16
H 0.04 -0.64 -0.54 0.20
```

=====

Entry 3:
DFT (ωB97M-V with the def2-TZVPD basis set) results for a cluster of 2 separate species, C10H16ClF3NO7S in total.

- Gap between HOMO and LUMO: 7.81 eV
- Total charge: -1
- HOMO level: -0.2046 hartree
- 2S+1: 1

```
39
Properties=species:S:1:pos:R:3:mulliken_charge:R:1
C 1.30 -0.37 2.07 -0.67
O 2.11 0.18 1.07 -0.32
C 1.99 -0.39 -0.21 -0.96
C 0.57 -0.49 -0.74 1.22
O 0.35 0.38 -1.88 -0.43
C -0.67 -0.12 -2.59 0.41
O -1.19 0.38 -3.53 -0.56
O -1.05 -1.33 -2.06 -0.42
C 0.06 -1.81 -1.31 1.14
Cl 1.28 -2.44 -2.49 -0.20
C -0.34 -2.91 -0.34 -0.88
C -1.83 -2.98 0.00 -1.02
C -2.37 -1.82 0.85 -0.28
C -3.32 -0.86 0.12 -0.50
N -3.14 0.51 0.62 -0.67
H 0.31 0.10 2.10 0.26
H 1.18 -1.45 1.96 0.25
H 1.79 -0.17 3.02 0.37
H 2.53 0.25 -0.89 0.33
H 2.47 -1.38 -0.23 0.38
H -0.18 -0.18 0.00 -0.49
H -0.03 -3.86 -0.78 0.51
H 0.24 -2.78 0.58 0.07
H -1.95 -3.92 0.55 0.43
H -2.40 -3.10 -0.92 0.45
H -1.54 -1.23 1.26 0.03
H -2.89 -2.23 1.71 0.48
H -4.35 -1.14 0.33 0.43
H -3.17 -0.95 -0.96 0.16
H -3.90 1.10 0.32 0.25
H -2.29 0.92 0.25 0.22
C 2.14 3.59 -0.05 0.65
F 1.25 3.09 0.84 -0.24
F 2.98 2.58 -0.36 -0.25
F 1.45 3.88 -1.17 -0.26
S 3.04 5.05 0.63 1.13
O 3.68 4.51 1.80 -0.67
O 1.96 5.98 0.88 -0.67
O 3.92 5.40 -0.46 -0.67
```

=====

Entry 4:
DFT (ωB97M-V with the def2-TZVPD basis set) results for a structure of composition C10H16ClInLuS.

- Gap between HOMO and LUMO (alpha / beta): 4.44 / 4.44 eV
- Total charge: -1
- HOMO level (alpha / beta): -0.0958 / -0.0957 hartree
- 2S+1: 1

```
30
Properties=species:S:1:pos:R:3:mulliken_charge:R:1
Lu -4.40 -0.71 -1.55 1.31
Cl -3.58 -0.83 0.41 -0.51
C -4.44 -2.37 -2.58 -1.29
C -5.03 1.05 -2.13 -1.26
H -4.87 -2.25 -3.58 0.31
H -3.43 -2.78 -2.70 0.28
H -5.02 -3.14 -2.05 0.27
H -5.43 1.04 -3.15 0.30
H -4.21 1.78 -2.10 0.28
H -5.81 1.42 -1.46 0.27
In 0.06 -0.02 0.07 0.28
C -0.32 -2.04 0.51 -1.16
C 1.31 0.37 -1.27 -0.71
H -0.66 -2.55 -0.41 0.25
H 0.61 -2.54 0.82 0.29
H -1.08 -2.19 1.29 0.23
H 1.57 1.39 -1.59 0.22
H 1.86 -0.39 -1.83 0.21
S 0.45 1.15 2.19 -0.50
C 2.23 1.19 2.04 0.01
C 2.88 2.37 1.65 -0.34
C 4.27 2.41 1.55 -0.37
C 5.02 1.27 1.83 -0.40
C 4.39 0.09 2.21 -0.42
C 2.99 0.05 2.32 -0.32
H 2.30 3.26 1.44 0.35
H 4.76 3.33 1.26 0.34
H 6.10 1.30 1.75 0.35
H 4.97 -0.80 2.43 0.34
H 2.50 -0.87 2.62 0.39
```

=====

> What is the formula in the fourth record?

C10H16ClInLuS

=====

> total charge of number 1 (C10H16Cl4O4)?

0